Density functional theory data (ωB97M-V with the def2-TZVPD basis set) for C27H49F15NbO9SSi as an isolated structure at a distorted geometry.

Properties
Strongest force on any atom, eV/Å: 8.15
M, g mol⁻¹: 955.71
Kohn-Sham gap, eV: 4.902
HOMO level, eV: -5.25
Electronic energy, eV: -108233.095
Net charge: -1

```
103
Properties=species:S:1:pos:R:3:forces:R:3
C -0.6638 1.8539 2.8931 0.296 1.428 0.495
O -0.2808 1.9195 1.4714 -0.650 -0.957 1.991
C -0.2373 0.5914 0.8418 0.978 -0.818 0.987
Nb -1.3058 0.4411 -1.1732 -1.848 0.150 -2.198
C -1.5920 2.6992 -1.1249 0.659 1.756 0.009
C -0.0971 3.3982 -1.3964 -1.214 -0.309 1.355
O 0.1335 3.6379 -2.8302 2.211 -0.523 1.005
Si 1.8346 3.4996 -3.2446 -0.440 0.262 -0.439
C 3.0487 3.8545 -1.7840 0.597 -0.111 0.814
C 2.3448 1.8245 -4.0476 0.719 -0.950 -1.001
C 2.1785 4.8729 -4.6003 -0.854 0.375 -0.327
C -3.2803 0.0284 -0.0347 -0.249 -1.192 1.808
C -4.2271 -1.1017 -0.7434 -1.403 0.486 0.196
C -4.4673 -2.4654 0.1960 1.261 2.985 1.702
F -5.0193 -1.9004 1.4886 1.210 -2.068 -3.405
F -3.2046 -3.1322 0.5940 -4.252 1.417 -1.444
C -5.6431 -3.4452 -0.3666 -3.239 1.087 4.128
F -6.1514 -4.2192 0.8278 1.553 2.171 -3.948
F -6.8420 -2.6732 -0.8563 4.201 -2.441 1.924
S -5.1863 -4.6784 -1.6691 -0.925 -2.367 -4.069
F -3.7675 -3.8753 -2.1732 -2.692 -1.765 1.547
F -4.3516 -5.7058 -0.5689 -1.819 2.487 -2.485
F -6.7170 -5.4760 -1.3857 3.339 1.274 -0.356
F -6.0481 -3.7176 -2.8506 2.054 -2.016 1.998
F -4.9111 -5.8239 -2.9194 -0.386 2.189 2.720
C -0.7500 -1.7979 -1.2241 2.639 -2.114 0.101
C 0.2288 -2.2663 0.0023 -2.492 -3.892 4.088
O -0.2374 -2.9250 1.0912 2.835 4.064 -6.473
O 1.7082 -2.0400 -0.0177 -2.321 -1.562 -0.965
O -2.1751 0.1814 -3.0565 -0.864 1.493 2.294
C -3.3820 0.9667 -3.2950 -0.818 -0.490 -1.807
C -3.1108 1.8413 -4.6689 -0.429 -1.195 -0.882
C -2.7477 0.6993 -5.8362 0.337 -0.389 0.290
C -4.4094 2.6604 -5.2325 0.097 0.788 -0.400
C -4.9051 3.9093 -4.2561 -0.115 -0.712 -1.458
C -5.6994 1.7324 -5.6432 -0.248 0.756 -0.596
H -0.1226 1.0041 3.4920 -1.106 1.332 -1.321
H -1.8371 1.8361 3.0479 2.270 -0.339 -0.435
H -0.2990 2.8774 3.3792 -0.739 -2.077 -1.075
H -0.6973 -0.1863 1.6172 1.165 1.295 -1.681
H 0.9187 0.3540 0.6609 -2.274 0.163 0.594
H 0.3033 0.7473 -2.0225 0.145 -0.069 0.263
H -2.2922 3.1459 -1.9479 1.116 -0.868 1.279
H -2.0283 3.0837 -0.0824 1.130 -0.813 -2.107
H 0.6813 2.6307 -0.9653 -1.351 1.952 -0.681
H -0.1080 4.4304 -0.8409 0.449 -1.864 -0.953
H 4.1625 3.6640 -2.1492 -2.302 0.510 0.690
H 2.8570 3.1144 -0.8720 0.434 1.814 -1.832
H 2.9220 4.9848 -1.4733 0.393 -2.298 -0.319
H 1.4768 1.3303 -4.6574 1.577 0.845 1.242
H 3.2081 2.0744 -4.8270 -1.700 -0.465 1.519
H 2.7989 1.0417 -3.3055 -1.076 1.440 -1.304
H 3.3158 4.9504 -4.8649 -2.192 -0.081 0.421
H 1.7667 5.8880 -4.1667 0.966 -1.825 -1.003
H 1.5298 4.6050 -5.5597 1.510 0.674 1.861
H -3.8358 1.0195 0.2457 0.604 -1.983 -0.574
H -2.9208 -0.4396 1.0037 -0.785 1.060 -2.077
H -5.3158 -0.6190 -0.8301 2.188 -1.366 0.159
H -3.9027 -1.3490 -1.8389 -0.448 0.044 2.186
H -1.6949 -2.5049 -1.3701 2.054 1.447 0.941
H -0.1182 -1.9364 -2.2277 -1.164 0.509 2.098
H 2.1287 -2.9492 -0.1495 -1.119 1.694 0.471
H -3.7941 1.5802 -2.3946 1.041 -0.896 -1.496
H -4.2416 0.1892 -3.5835 1.599 1.592 0.591
H -2.1769 2.5366 -4.5615 -1.845 -1.163 0.051
H -1.5918 0.4378 -5.8179 -2.519 0.467 0.077
H -3.0117 1.0524 -6.9177 0.453 -0.393 1.993
H -3.3711 -0.3001 -5.6410 1.442 2.179 -0.352
H -4.0553 3.1889 -6.2430 -0.636 -1.189 2.085
H -5.4189 3.4541 -3.3092 1.053 1.188 -1.624
H -3.9925 4.6076 -4.0431 -1.781 -1.397 -0.057
H -5.6884 4.5208 -4.9184 1.547 -1.244 1.717
H -6.4744 2.4652 -6.1775 1.518 -1.555 1.260
H -6.2239 1.2801 -4.6969 1.063 0.697 -1.890
H -5.4548 0.9082 -6.4687 -0.377 1.671 2.104
C 3.7361 -0.1661 7.5332 -0.042 0.320 0.197
C 4.0569 -0.3408 6.0598 0.214 -0.579 0.487
O 3.5563 0.7689 5.2983 0.781 1.826 -0.496
C 4.3326 1.8994 5.2988 1.575 -2.176 1.782
O 5.3956 1.9988 5.9058 -2.393 0.292 -1.572
C 3.7112 2.9800 4.4153 -1.220 1.880 -1.576
F 2.3704 3.1234 4.6240 1.240 -0.427 0.161
F 3.8619 2.7065 3.0880 0.141 -0.163 1.318
F 4.2582 4.2123 4.6142 -0.174 -1.396 0.187
H 2.6623 -0.0084 7.6771 0.106 -0.156 -0.083
H 4.0456 -1.0463 8.1036 -0.070 0.162 -0.136
H 4.2441 0.7103 7.9471 0.048 -0.159 -0.088
H 3.5560 -1.2376 5.6807 -0.086 0.413 -0.183
H 5.1314 -0.4768 5.8923 -0.169 0.270 -0.012
C 7.3577 -6.0121 3.7674 0.262 0.144 0.241
C 5.9143 -5.5587 3.8910 0.249 -0.281 -0.792
O 5.6251 -5.1537 5.2380 0.153 1.750 1.076
C 6.0178 -3.8861 5.5838 0.898 -0.301 -3.228
O 6.5901 -3.1147 4.8184 -1.361 -1.439 2.286
C 5.6078 -3.5683 7.0209 -0.452 0.483 2.459
F 5.8907 -4.5851 7.8858 -0.087 0.675 -1.064
F 4.2688 -3.3362 7.1327 1.021 -0.315 -0.549
F 6.2285 -2.4631 7.5215 -0.381 -1.043 -0.962
H 7.5783 -6.7969 4.4983 -0.125 0.005 -0.165
H 7.5581 -6.3955 2.7631 -0.086 0.047 0.121
H 8.0493 -5.1882 3.9675 -0.137 -0.051 -0.137
H 5.2473 -6.3960 3.6612 -0.025 0.229 0.380
H 5.6796 -4.7560 3.1827 0.091 0.004 0.326
```
Forces are in eV/Å.